Entry 1:
Here is a gas-phase ion, C4H8NOS (charge +1) at a distorted geometry from the OMol25 dataset. Energies are from ωB97M-V with the def2-TZVPD basis set.

Values from the calculation:
**Net charge**: +1
**Structure (SMILES)**: C=CC(=S)[C@@H]([NH3+])O
**E_tot**: -18641.642 eV
**E_HOMO**: -0.51626 hartree
**Energy relative to the best compared isomer or geometry (same formula, charge and spin)**: 154.95 kJ/mol
**Gap between HOMO and LUMO**: 8.6766 eV

Positions of all 15 atoms, in Å:
S -1.69193 0.66394 1.40844
O -0.58545 -1.16605 -1.22650
N -0.38602 -1.83218 0.95371
C 0.06456 1.71735 -0.20839
C 1.20308 1.85279 -0.81330
C -0.40454 0.50900 0.39068
C 0.08635 -0.89845 -0.08288
H -0.81175 -2.58491 0.52250
H 1.53730 2.72775 -1.20478
H 1.23453 -0.85727 -0.05928
H -0.59907 2.50809 0.14582
H -0.65680 -0.43621 -1.80250
H -1.23861 -1.21197 1.24875
H 0.26478 -2.01060 1.67333
H 1.98356 1.01873 -0.94561

Entry 2:
Here is a gas-phase ion, C4H8NS (charge +1) at a distorted geometry from the OMol25 dataset. Energies are from ωB97M-V with the def2-TZVPD basis set.

Values from the calculation:
**Net charge**: +1
**Structure (SMILES)**: C=[N+]=CCSC
**E_tot**: -16593.568 eV
**E_HOMO**: -0.48515 hartree
**Energy relative to the best compared isomer or geometry (same formula, charge and spin)**: 177.36 kJ/mol
**Gap between HOMO and LUMO**: 8.2435 eV

Positions of all 14 atoms, in Å:
S -0.55995 0.71977 1.71885
N 0.60238 0.30370 -1.23994
C 1.48750 -0.32105 -1.82274
C -0.09860 1.16642 -0.70734
C -1.32466 0.84951 0.10634
C -0.06722 -0.96682 1.64163
H 2.12437 -0.93873 -1.25313
H 0.75029 -1.13090 2.29964
H -0.91242 -1.51226 1.92702
H 0.13229 -1.25594 0.71400
H 0.27000 2.07446 -0.62081
H -2.09928 1.64762 0.16010
H 1.31533 -0.48857 -2.80462
H -1.62005 -0.14722 -0.11903

Entry 3:
Here is 2 unconnected molecules or ions with the total composition C4H8NS at a distorted geometry from the OMol25 dataset. Energies are from ωB97M-V with the def2-TZVPD basis set.

Values from the calculation:
**Net charge**: +1
**E_tot**: -16590.187 eV
**E_HOMO (alpha / beta)**: -0.51310 / -0.52662 hartree
**Energy relative to the best compared isomer or geometry (same formula, charge and spin)**: 503.57 kJ/mol
**Gap between HOMO and LUMO (alpha / beta)**: 5.5602 / 6.2643 eV

Positions of all 14 atoms, in Å:
S 0.87540 1.93394 1.50083
N -0.14477 0.47665 -0.78037
C 0.16741 -1.96039 -1.38190
C -0.77995 0.34919 -1.86170
C -0.03761 1.62577 2.98933
C 0.40554 -0.49302 -1.72843
H -0.51830 0.65690 2.86635
H -0.87741 2.35823 3.31494
H -1.43553 0.88063 -2.53912
H -0.86901 -2.05327 -1.19473
H 0.67466 1.53817 3.74719
H 1.30849 -0.40433 -2.33607
H 0.69197 -2.12938 -0.45611
H 0.53912 -2.77909 -2.14020

Entry 4:
Here is a gas-phase ion, C4H8NS (charge +1) at a distorted geometry from the OMol25 dataset. Energies are from ωB97M-V with the def2-TZVPD basis set.

Values from the calculation:
**Net charge**: +1
**E_tot**: -16592.512 eV
**E_HOMO (alpha / beta)**: -0.47045 / -0.47068 hartree
**Energy relative to the best compared isomer or geometry (same formula, charge and spin)**: 279.26 kJ/mol
**Gap between HOMO and LUMO (alpha / beta)**: 6.3286 / 6.3515 eV

Positions of all 14 atoms, in Å:
S -1.55924 2.92247 0.37801
N -0.31443 0.14905 -0.97647
C -0.59434 1.57354 1.06394
C -0.66567 1.08089 2.29118
C 0.48966 -1.10784 -0.91222
C 0.21420 1.16984 -0.08798
H -1.28154 -0.05765 -0.68826
H 0.74004 -1.32330 0.12641
H -0.02770 0.27253 2.60549
H -1.35755 1.48200 3.01263
H -0.33781 0.47188 -1.95610
H -0.07887 -1.93914 -1.32258
H 1.05246 1.75019 -0.43793
H 1.40928 -0.98705 -1.47890

Entry 5:
Here is a molecular structure, C4H8NS at a distorted geometry from the OMol25 dataset. Energies are from ωB97M-V with the def2-TZVPD basis set.

Values from the calculation:
**Net charge**: +1
**E_tot**: -16593.068 eV
**E_HOMO**: -0.53629 hartree
**Energy relative to the best compared isomer or geometry (same formula, charge and spin)**: 225.62 kJ/mol
**Gap between HOMO and LUMO**: 8.1305 eV

Positions of all 14 atoms, in Å:
S 0.41985 -0.45061 -0.97196
N 1.33830 -1.48309 0.28034
C 0.73659 -1.45946 1.37070
C -0.82726 0.05885 0.28777
C -0.50610 -0.68156 1.59108
C 0.51239 1.54767 -2.24314
H 1.12757 -2.09414 2.16015
H 0.93090 2.30706 -1.60847
H -1.80335 -0.22759 -0.10058
H -0.55718 1.54834 -2.38719
H -0.79118 1.13942 0.40188
H 1.10742 1.21062 -3.07232
H -0.40458 -0.00904 2.44365
H -1.28338 -1.40646 1.84809

Entry 6:
Here is a molecular structure, C4H8NaO2 at a distorted geometry from the OMol25 dataset. Energies are from ωB97M-V with the def2-TZVPD basis set.

Values from the calculation:
**Net charge**: -1
**E_tot**: -12784.677 eV
**E_HOMO (alpha / beta)**: -0.10674 / -0.09675 hartree
**Gap between HOMO and LUMO (alpha / beta)**: 5.3029 / 5.0269 eV

Positions of all 15 atoms, in Å:
Na 0.11358 1.09138 -0.49712
O -0.10628 -1.17597 -0.49414
O 2.13097 0.65000 0.29135
C 2.15139 -0.72336 0.34227
C -2.26094 -0.50535 -0.33674
C -2.29513 0.54595 0.57744
C 0.77808 -1.38878 0.55651
H 0.37572 -0.98210 1.51819
H -3.03381 1.33989 0.42426
H 2.80268 -1.11903 1.16843
H -2.15414 -0.81042 -1.38370
H 2.56864 -1.18325 -0.59449
H -1.93561 0.38291 1.60100
H -3.12498 -1.17101 -0.20095
H 0.94835 -2.48002 0.73449

Entry 7:
Here is 2 unconnected molecules or ions with the total composition C4H8O at a distorted geometry from the OMol25 dataset. Energies are from ωB97M-V with the def2-TZVPD basis set.

Values from the calculation:
**Net charge**: -1
**Expectation value of S²**: 0.75
**E_tot**: -6321.255 eV
**E_HOMO (alpha / beta)**: 0.04161 / -0.11162 hartree
**Spin multiplicity**: 2
**Energy relative to the best compared isomer or geometry (same formula, charge and spin)**: 241.84 kJ/mol
**Gap between HOMO and LUMO (alpha / beta)**: 3.1730 / 7.1580 eV

Positions of all 13 atoms, in Å:
O -0.75226 0.14164 1.50145
C 1.97968 -0.64816 0.09359
C -0.93472 -0.13580 0.33367
C 1.76852 -0.17216 -1.15408
C -1.89282 0.72424 -0.49021
H 0.88771 -0.27374 -1.75445
H 1.40904 -1.48828 0.33961
H -2.60282 0.07166 -0.96924
H 2.59896 0.31754 -1.70889
H -2.46772 1.45430 0.01351
H -1.42533 1.20910 -1.22429
H -0.42334 -0.83272 -0.28773
H 2.51759 -0.19966 0.88200

Entry 8:
Here is a molecular structure, C4H8O at a distorted geometry from the OMol25 dataset. Energies are from ωB97M-V with the def2-TZVPD basis set.

Values from the calculation:
**E_tot**: -6322.720 eV
**E_HOMO**: -0.33176 hartree
**Energy relative to the best compared isomer or geometry (same formula, charge and spin)**: 236.17 kJ/mol
**Gap between HOMO and LUMO**: 10.0178 eV

Positions of all 13 atoms, in Å:
O 2.01253 -0.57020 -0.60641
C -0.64499 0.46261 -0.50124
C 1.68806 0.42761 0.29098
C -1.30844 -0.83410 0.03110
C 0.43407 0.96463 0.38986
H -1.47597 -0.74205 1.09597
H -1.48233 1.11563 -0.73102
H 1.13465 -0.77959 -0.10216
H -0.13038 0.30130 -1.44969
H -0.73272 -1.76879 -0.09925
H 2.45639 0.71337 0.99671
H -2.26439 -1.02760 -0.44738
H 0.31351 1.73717 1.13252

Entry 9:
Here is 2 unconnected molecules or ions with the total composition C4H8O at a distorted geometry from the OMol25 dataset. Energies are from ωB97M-V with the def2-TZVPD basis set.

Values from the calculation:
**Structure (SMILES)**: CC=O.C=C
**E_tot**: -6323.111 eV
**E_HOMO**: -0.36690 hartree
**Energy relative to the best compared isomer or geometry (same formula, charge and spin)**: 198.44 kJ/mol
**Gap between HOMO and LUMO**: 10.9754 eV

Positions of all 13 atoms, in Å:
O 1.50317 -0.27913 -0.55069
C -0.65469 0.04128 2.56469
C 1.14967 -0.34083 -1.71761
C -1.49721 -0.95715 2.62430
C 0.77435 0.96048 -2.43248
H -1.54973 -1.67091 1.73199
H 0.80286 1.87856 -1.80582
H 0.07239 -0.00769 1.74768
H 1.49072 1.12873 -3.22679
H -0.58461 0.93166 3.17365
H -0.10423 0.63137 -3.11288
H 1.04121 -1.34277 -2.20361
H -2.44390 -0.97360 3.20756

Entry 10:
Here is C4H8O in the gas phase from the OMol25 dataset. Energies are from ωB97M-V with the def2-TZVPD basis set.

Values from the calculation:
**E_tot**: -6321.922 eV
**E_HOMO**: -0.30400 hartree
**Energy relative to the best compared isomer or geometry (same formula, charge and spin)**: 313.18 kJ/mol
**Gap between HOMO and LUMO**: 9.3933 eV

Positions of all 13 atoms, in Å:
O 0.08195 0.17621 -0.89467
C -1.18054 0.54792 -0.32003
C -1.60655 -0.67856 0.47161
C 1.04303 0.96387 -0.44332
C 2.19707 0.07015 -0.13959
H -0.94377 1.40897 0.31217
H -0.73402 -1.08751 0.99581
H -2.37017 -0.43125 1.21164
H -1.98406 -1.46426 -0.18959
H 2.01707 -0.98847 -0.36375
H -1.89271 0.84956 -1.08827
H 2.21951 0.19766 0.95757
H 3.15319 0.43571 -0.50958

> Look up the E_tot of the fifth one.

-16593.068 eV